--- i ---
{"formula": "C3H12N4", "method": "ωB97M-V with the def2-TZVPD basis set", "homo_energy_ha": -0.304, "smiles": "CN=C(N)N.CN", "lumo_energy_ha": 0.0324, "species": ["C", "N", "C", "N", "N", "H", "H", "H", "H", "H", "H", "H", "C", "N", "H", "H", "H", "H", "H"], "coordinates": [[-2.656, -1.488, 0.875], [-2.450, -0.211, 0.244], [-1.320, 0.368, 0.315], [-0.207, -0.030, 1.025], [-1.147, 1.556, -0.387], [-1.951, -2.253, 0.521], [-3.667, -1.813, 0.626], [-2.570, -1.424, 1.966], [0.681, 0.325, 0.675], [-0.189, -1.007, 1.272], [-2.031, 1.939, -0.689], [-0.562, 2.228, 0.087], [2.782, -0.268, -1.048], [2.113, 0.909, -0.512], [3.369, -0.729, -0.254], [2.024, -0.977, -1.377], [3.449, -0.057, -1.894], [2.797, 1.597, -0.215], [1.534, 1.335, -1.230]]}

--- ii ---
{"formula": "C3H12N4", "method": "ωB97M-V with the def2-TZVPD basis set", "homo_energy_ha": [-0.254, -0.262], "lumo_energy_ha": [0.0372, 0.0358], "species": ["C", "C", "C", "N", "N", "N", "N", "H", "H", "H", "H", "H", "H", "H", "H", "H", "H", "H", "H"], "coordinates": [[-1.794, 0.514, -0.907], [-1.172, -1.624, 0.347], [0.270, 1.706, 0.579], [2.796, -0.655, 0.179], [1.910, -0.338, -0.766], [-1.097, -0.174, 0.144], [0.088, 0.315, 0.628], [-1.271, 1.471, -1.277], [-1.704, -0.076, -1.802], [-2.829, 0.709, -0.683], [-0.897, -1.935, 1.356], [-2.069, -1.885, 0.010], [-0.455, -2.288, -0.330], [-0.589, 2.165, 0.931], [1.094, 1.800, 1.374], [0.456, 2.273, -0.426], [3.608, -0.075, 0.266], [2.507, -0.924, 1.073], [1.149, -0.980, -0.696]]}

--- iii ---
{"formula": "C3H12N4", "method": "ωB97M-V with the def2-TZVPD basis set", "homo_energy_ha": -0.305, "smiles": "N=C(N)N.CCN", "lumo_energy_ha": 0.0312, "species": ["N", "C", "N", "N", "H", "H", "H", "H", "H", "C", "C", "N", "H", "H", "H", "H", "H", "H", "H"], "coordinates": [[-1.613, 1.287, 0.387], [-0.960, 0.750, -0.636], [-1.588, -0.420, -1.116], [-0.483, 1.655, -1.620], [-1.671, 2.301, 0.344], [-0.908, -1.127, -1.378], [-2.206, -0.834, -0.435], [0.240, 2.314, -1.882], [-0.573, 1.239, -2.545], [0.394, -1.050, 1.888], [1.385, -0.319, 1.021], [0.966, -0.487, -0.608], [0.744, -1.023, 2.921], [-0.583, -0.577, 1.877], [0.222, -2.071, 1.546], [1.484, 0.747, 1.204], [2.365, -0.805, 1.053], [1.031, -1.469, -0.889], [1.753, -0.111, -1.132]]}

i has the most favorable energy; the next structure is 243.6 kJ/mol above.

--- i ---
{"formula": "C3H12N4", "method": "ωB97M-V with the def2-TZVPD basis set", "homo_energy_ha": -0.319, "smiles": "CN(N)NN.C=C", "lumo_energy_ha": 0.0362, "species": ["C", "N", "N", "N", "N", "H", "H", "H", "H", "H", "H", "H", "H", "C", "C", "H", "H", "H", "H"], "coordinates": [[-2.494, 0.574, -0.558], [-1.495, 0.400, 0.474], [-0.925, 1.640, 0.791], [-0.398, -0.617, 0.055], [-0.549, -1.795, 0.793], [-3.226, 1.305, -0.216], [-2.059, 0.954, -1.498], [-2.985, -0.381, -0.744], [-0.335, 1.525, 1.608], [-0.356, 2.014, 0.025], [-0.447, -0.801, -0.948], [-1.362, -2.365, 0.557], [-0.644, -1.611, 1.788], [2.475, 0.049, 0.120], [3.339, -0.364, -0.784], [1.284, -0.143, -0.029], [2.753, 0.732, 0.912], [3.048, -1.058, -1.562], [4.377, -0.059, -0.783]]}

--- ii ---
{"formula": "C3H12N4", "method": "ωB97M-V with the def2-TZVPD basis set", "homo_energy_ha": -0.270, "lumo_energy_ha": 0.0355, "species": ["C", "C", "C", "N", "N", "N", "N", "H", "H", "H", "H", "H", "H", "H", "H", "H", "H", "H", "H"], "coordinates": [[-0.683, -0.067, -0.641], [-0.848, -1.534, -0.906], [-1.760, 0.606, 0.159], [0.933, 0.363, 0.562], [1.987, -0.512, 0.196], [1.298, 1.132, 1.713], [-0.050, 0.716, -1.557], [2.871, 0.003, 0.191], [2.077, -1.243, 0.904], [0.705, 1.961, 1.730], [1.098, 0.588, 2.556], [0.525, 0.165, -2.187], [0.672, 1.211, -0.850], [0.067, -1.954, -1.320], [-1.667, -1.696, -1.614], [-1.095, -2.060, 0.016], [-2.690, 0.610, -0.421], [-1.495, 1.640, 0.376], [-1.943, 0.072, 1.091]]}

--- iii ---
{"formula": "C3H12N4", "method": "ωB97M-V with the def2-TZVPD basis set", "homo_energy_ha": -0.277, "smiles": "[H]/N=C(\\N)CC.NN", "lumo_energy_ha": 0.0331, "species": ["H", "N", "C", "N", "C", "C", "H", "H", "H", "H", "H", "H", "H", "N", "N", "H", "H", "H", "H"], "coordinates": [[0.815, 2.100, 0.283], [0.489, 1.142, 0.384], [1.174, 0.273, -0.226], [2.325, 0.571, -0.923], [1.150, -1.320, 0.181], [-0.019, -1.666, 1.088], [2.982, -0.156, -1.149], [2.561, 1.532, -1.106], [2.100, -1.509, 0.692], [1.152, -1.950, -0.715], [-0.940, -1.686, 0.511], [0.099, -2.674, 1.487], [-0.090, -0.977, 1.927], [-1.919, 0.553, -0.728], [-2.689, 1.598, -0.071], [-2.348, 0.218, -1.602], [-1.045, 0.981, -1.042], [-3.585, 1.188, 0.198], [-2.213, 1.783, 0.811]]}

--- iv ---
{"formula": "C3H12N4", "method": "ωB97M-V with the def2-TZVPD basis set", "homo_energy_ha": -0.252, "lumo_energy_ha": 0.0324, "species": ["C", "C", "C", "N", "N", "N", "N", "H", "H", "H", "H", "H", "H", "H", "H", "H", "H", "H", "H"], "coordinates": [[0.694, 0.002, -1.267], [0.254, 0.091, 0.733], [-0.163, -1.246, 0.510], [1.813, 0.895, -1.277], [-0.404, 0.542, -2.003], [-0.591, 1.162, 1.012], [-1.240, -1.588, 2.030], [0.980, -0.963, -1.685], [1.230, 0.196, 1.203], [-1.161, -0.129, -2.088], [1.534, 1.859, -1.428], [2.496, 0.661, -1.995], [-0.779, 1.349, -1.507], [-1.428, 1.358, 0.478], [-0.314, 1.759, 1.778], [-1.970, -0.883, 2.145], [-0.651, -1.484, 2.859], [0.594, -1.993, 0.715], [-0.894, -1.588, -0.212]]}

iii has the most favorable energy; the next structure is 202.2 kJ/mol above.

--- i ---
{"formula": "CH2N2OS2", "method": "ωB97M-V with the def2-TZVPD basis set", "homo_energy_ha": [-0.374, -0.374], "lumo_energy_ha": [-0.1260, -0.1260], "species": ["C", "N", "N", "O", "S", "S", "H", "H"], "coordinates": [[1.217, -0.184, 0.801], [1.981, -0.142, 1.637], [-1.833, 0.490, 0.259], [0.353, -2.012, -0.666], [1.180, 0.399, -2.140], [0.291, -0.575, -0.659], [-1.632, 1.164, -0.438], [-1.557, 0.860, 1.205]]}

--- ii ---
{"formula": "CH2N2OS2", "method": "ωB97M-V with the def2-TZVPD basis set", "homo_energy_ha": -0.326, "lumo_energy_ha": -0.0632, "species": ["C", "N", "N", "O", "S", "S", "H", "H"], "coordinates": [[1.219, -0.818, -0.448], [0.717, -0.552, 0.643], [0.175, -0.332, 1.565], [-1.061, 0.212, -0.852], [-1.626, 2.495, 0.876], [-1.941, 0.690, 0.284], [1.507, 0.054, -1.017], [1.010, -1.748, -1.052]]}

ii has the most favorable energy; the next structure is 197.1 kJ/mol above.